Computed, not measured: one molecule with the formula C4H7BrO at a distorted geometry, with the ωB97M-V functional and the def2-TZVPD basis.

The calculation puts the energy above the lowest of the compared OMol25 structures with the same formula, charge and spin at 4.2641 eV. The HOMO energy (spin up / spin down) is -8.37 / -7.55 eV. As for the charge: 0. Its spin multiplicity is 1. The frontier orbital gap (spin up / spin down) is 8.89 / 7.30 eV.

Structure (XYZ):
```
13
C4H7BrO the ωB97M-V functional and the def2-TZVPD basis
H -1.673 -1.031 -0.969
C -0.947 -1.014 -0.124
H 0.708 -0.626 -1.759
C -0.332 0.327 0.159
C 0.331 0.976 -0.977
H 1.746 -0.317 1.435
C 0.643 0.115 1.504
Br 0.700 1.608 2.618
O 1.050 0.188 -1.882
H -1.558 -1.465 0.560
H -1.022 0.921 0.603
H -0.185 -1.717 -0.280
H 0.541 2.036 -0.887
```

Atom charges from the Mulliken analysis, given in e for atoms 1 to 5: 0.35, -1.80, 0.29, 0.37, -0.31